Entry 1:
Formula: C27H32O19
Source: the Open Molecules 2025 dataset
Level of theory: wB97M-V/def2-TZVPD

Computed properties:
E_HOMO ... -8.5 eV
E_tot ... -2477.65139 hartree
Kohn-Sham gap ... 8.727 eV
Net charge ... 0
Structure (SMILES) ... Oc1ccc(O)cc1.Oc1ccc(O)cc1.O=C1OCCO1.O=C1OCCO1.O=C1OCCO1.O=C1OCCO1.O=C1OCCO1

```
78
Properties=species:S:1:pos:R:3:forces:R:3:mulliken_charge:R:1
O 3.5425 -2.1859 1.2250 0.087 0.410 0.030 -0.537
C 2.1860 -2.0229 1.4286 0.689 -0.546 0.141 0.522
C 1.7745 -0.9730 2.2325 -0.847 0.025 0.101 -0.431
C 0.4162 -0.8129 2.4991 0.286 0.053 0.112 0.273
C -0.5104 -1.7047 1.9879 -0.547 0.051 -0.114 -0.047
O -1.8517 -1.5288 2.2919 0.410 -0.176 -0.177 -0.529
C -0.0936 -2.7406 1.1724 0.808 -0.333 -0.663 -0.492
C 1.2650 -2.9140 0.8981 -0.361 0.477 0.311 -0.840
H 3.7825 -3.1116 1.1360 -0.245 -0.083 -0.070 0.299
H 2.4466 -0.2976 2.7397 0.344 -0.116 -0.275 0.348
H 0.1112 -0.0041 3.1534 -0.144 -0.087 -0.003 0.297
H -2.2959 -2.3312 1.9909 -0.217 0.194 0.065 0.314
H -0.7505 -3.4150 0.6303 -0.388 0.117 0.435 0.348
H 1.5868 -3.7416 0.2795 0.044 0.057 -0.071 0.344
O 0.6422 1.0063 7.3332 -0.279 0.400 -0.384 -0.554
C 0.7010 1.5353 6.0520 0.354 -0.895 0.789 0.720
C 1.8825 1.4554 5.3257 -0.211 0.789 -0.750 -0.603
C 1.9258 2.0398 4.0573 0.094 -0.597 -0.050 -0.671
C 0.7819 2.5787 3.4945 -0.175 0.231 -0.300 0.206
O 0.7809 3.2720 2.3031 0.083 -0.498 0.139 -0.536
C -0.4303 2.4479 4.1589 -0.291 0.898 0.709 -0.552
C -0.4704 2.0185 5.4801 0.626 -0.588 -0.324 -0.633
H 1.5360 0.9118 7.6737 0.027 -0.034 -0.010 0.298
H 2.7949 1.0088 5.6999 -0.156 -0.089 0.273 0.334
H 2.8247 1.9403 3.4538 0.063 0.351 0.169 0.433
H 1.6090 3.1114 1.8319 -0.046 0.066 0.052 0.298
H -1.3392 2.8494 3.7338 0.146 0.067 -0.273 0.825
H -1.3866 1.9699 6.0500 -0.060 0.091 -0.026 0.435
O 2.2204 0.2776 -1.7334 0.422 -0.562 -0.010 -0.582
C 1.1684 0.5777 -1.2759 -0.321 0.798 -0.540 0.427
O 0.9284 1.7685 -0.6915 -0.081 -0.153 0.334 -0.366
C -0.4112 1.7832 -0.1653 0.006 -0.857 -0.400 0.296
C -1.0551 0.6549 -0.9611 -1.079 1.828 -1.327 -0.222
O 0.0313 -0.1419 -1.4273 -0.217 -0.556 0.961 -0.135
H -0.3559 1.5578 0.8964 -0.136 0.307 0.097 -0.353
H -0.9035 2.7152 -0.4211 0.206 0.228 0.455 0.569
H -1.5072 1.1002 -1.8651 0.312 0.070 0.007 0.478
H -1.9622 0.2480 -0.5115 0.815 -1.146 0.577 -0.080
O 7.0821 2.1116 -1.9141 0.516 1.138 -0.093 -0.518
C 6.6846 1.0124 -2.0280 -0.635 -0.882 0.270 0.622
O 5.4532 0.6775 -2.4544 -0.022 -0.073 -0.105 -0.300
C 5.2260 -0.7273 -2.2893 1.001 0.229 0.486 -0.001
C 6.6421 -1.2650 -1.9030 -1.435 0.008 -0.431 -0.230
O 7.3887 -0.0885 -1.6796 0.516 -0.212 -0.098 -0.344
H 4.5378 -0.8623 -1.4599 -0.389 -0.093 -0.334 -0.010
H 4.8988 -1.1117 -3.2485 -0.371 -0.184 0.164 0.282
H 7.0036 -1.8726 -2.7313 0.606 0.148 0.116 0.243
H 6.5959 -1.8511 -0.9908 0.177 -0.049 0.059 0.252
O -6.1321 -1.5065 -0.4718 -0.802 0.005 0.889 -0.532
C -5.2745 -1.6828 -1.2588 0.559 0.137 -0.807 0.495
O -3.9659 -1.5013 -1.0164 0.636 -0.003 0.442 -0.221
C -3.2384 -1.5037 -2.2523 0.259 0.358 0.300 -0.205
C -4.1968 -2.2228 -3.2052 0.370 1.232 0.407 -0.115
O -5.4562 -2.0409 -2.5365 -0.155 -0.635 -0.307 -0.375
H -3.0440 -0.4599 -2.5129 -0.309 -0.051 -0.255 0.153
H -2.2539 -1.9369 -2.0829 -0.199 -0.414 -0.118 0.289
H -3.9105 -3.2602 -3.3371 -0.427 -0.144 -0.176 0.256
H -4.2773 -1.6480 -4.1189 0.125 -0.537 -0.410 0.270
O -3.2371 3.6282 -0.1565 -0.033 -0.139 -0.088 -0.565
C -3.4678 2.7830 0.6484 0.051 -0.145 0.477 0.594
O -2.9970 2.7900 1.9175 0.064 0.168 -0.109 -0.314
C -3.3347 1.5701 2.5864 0.092 -0.305 -0.227 0.355
C -4.3667 0.9415 1.6455 -0.569 -0.313 0.689 -0.289
O -4.2059 1.6756 0.4327 0.063 -0.070 -0.264 -0.335
H -2.4500 0.9354 2.6750 0.034 0.121 -0.115 -0.242
H -3.6695 1.8103 3.5925 -0.289 -0.014 -0.094 0.436
H -5.4024 1.0065 1.9866 0.051 0.509 -0.015 0.316
H -4.2288 -0.1236 1.4950 0.468 -0.016 -0.382 0.120
O -2.3011 -2.4905 -5.7895 -0.693 -0.273 0.292 -0.531
C -1.4819 -1.6482 -5.6630 1.065 -0.019 -0.667 0.613
O -1.0463 -0.8617 -6.6812 0.026 -0.127 -0.014 -0.331
C 0.1288 -0.1803 -6.2567 0.350 0.681 0.512 -0.409
C -0.0396 -0.1762 -4.7419 0.229 0.008 -0.195 0.013
O -0.7628 -1.4067 -4.5479 -0.317 0.367 0.357 -0.221
H 1.0594 -0.6830 -6.5295 -0.308 -0.415 -0.226 0.262
H 0.1622 0.8117 -6.6997 -0.210 0.028 0.028 0.342
H -0.6327 0.6707 -4.3891 -0.107 -0.109 0.008 0.134
H 0.8952 -0.2154 -4.1908 -0.013 -0.106 0.046 0.138
```
Positions in Å, forces in eV/Å.

***

Entry 2:
Formula: C27H33Br42N4O2
Source: the Open Molecules 2025 dataset
Level of theory: wB97M-V/def2-TZVPD

Computed properties:
E_HOMO ... -11.2 eV
E_tot ... -109525.99494 hartree
Kohn-Sham gap ... 8.233 eV
Net charge ... +1

```
108
Properties=species:S:1:pos:R:3:forces:R:3:mulliken_charge:R:1
C 2.8765 -2.0600 1.6850 -0.936 0.356 -1.499 -0.613
C 2.0113 -0.7239 1.9867 1.388 -0.075 1.316 -0.074
O 0.5877 -0.8667 1.7587 -0.211 0.317 -1.204 -0.186
C 0.2528 -0.8169 0.3637 1.962 -0.729 -1.109 -1.243
N -1.1434 -1.3332 0.0984 1.879 0.328 0.600 0.482
C -2.2380 -0.3313 0.1108 -1.362 1.307 0.340 -0.325
C -1.8996 0.9935 0.9991 -0.592 0.010 -0.606 -0.192
O -3.1338 1.7964 0.9448 1.485 -0.890 -1.457 -0.305
C -1.2213 -2.6454 -0.1252 -1.384 -6.201 -1.340 0.124
N -0.2341 -3.7040 -0.1263 -0.568 -0.681 -0.184 -0.267
C -0.7539 -5.0146 -0.4002 -3.076 7.260 0.324 -0.241
N -2.1470 -4.7225 -0.6233 4.860 -2.837 1.189 -0.243
N -2.4156 -3.3885 -0.4648 -0.885 0.807 0.130 1.020
C -3.8323 -3.0729 -0.7047 -4.889 1.911 -1.136 -0.284
C -4.3249 -2.7227 -2.1681 -2.485 0.230 1.859 -0.068
C -5.8289 -2.3998 -2.4927 0.961 -0.723 4.050 -0.808
C -6.8783 -2.3810 -1.3204 3.927 -1.007 1.036 -0.504
C -6.3944 -2.7228 0.1245 2.571 -0.029 -2.186 -0.525
C -4.8937 -3.0478 0.4454 -0.676 0.064 -3.844 -0.443
H 3.2030 -2.6233 2.6198 -0.322 1.027 -1.261 0.068
H 3.7508 -1.7733 0.9865 -1.182 -0.670 1.400 0.295
H 2.1768 -2.7568 1.0799 1.287 0.936 0.961 0.181
H 2.1382 -0.5259 3.1206 -0.549 -0.077 -1.901 0.228
H 2.4181 0.2023 1.4399 -0.593 -1.445 0.627 0.098
H 0.4239 0.2203 -0.1237 -0.749 -1.488 1.035 0.439
H 0.9963 -1.5040 -0.2037 -1.395 0.909 0.798 0.606
H -3.2307 -0.7195 0.5636 1.805 0.293 -0.813 0.246
H -2.4605 0.0516 -0.9609 0.397 -0.822 1.575 0.171
H -1.7336 0.7472 2.0913 0.064 0.223 -1.538 -0.044
H -1.0423 1.6089 0.5279 -1.232 -1.096 0.972 0.235
H -3.2412 1.9393 -0.0324 -0.259 0.203 1.353 0.282
H -0.1829 -5.9960 -0.4245 -1.083 1.595 -0.034 0.376
H -2.7800 -5.4977 -0.8511 -0.500 1.370 0.099 0.220
H -3.5979 -2.7139 -3.0807 -1.936 0.480 2.231 0.340
H -6.1692 -2.1674 -3.5643 0.753 -0.414 1.894 0.350
H -7.9828 -2.1358 -1.4758 1.880 -0.408 0.094 0.360
H -7.0993 -2.7475 1.0369 1.091 0.126 -1.863 0.389
H -4.5580 -3.3018 1.5223 -0.580 -0.122 -2.766 0.703
C 4.1075 2.8812 3.1223 0.092 -0.068 0.153 -0.349
Br 2.4394 3.1562 2.1705 0.287 0.028 0.132 0.002
Br 5.3044 1.7017 2.1531 -0.241 0.236 0.147 -0.008
Br 4.9621 4.5608 3.5779 -0.252 -0.299 -0.173 -0.033
H 3.8611 2.3847 4.0597 0.063 0.150 -0.257 0.418
C -6.6109 2.8990 2.3836 0.166 0.073 0.150 -0.278
Br -6.7592 1.0161 1.9455 -0.008 0.324 0.052 0.054
Br -7.0583 4.0265 0.8695 -0.004 -0.219 0.216 -0.013
Br -7.6462 3.3581 3.9576 0.186 -0.127 -0.387 -0.011
H -5.5651 3.0881 2.6234 -0.263 -0.101 -0.101 0.252
C -0.8674 -4.8388 -4.8036 0.171 -0.061 -0.432 -0.380
Br 0.7153 -5.5942 -3.9714 -0.260 0.176 -0.033 -0.040
Br -2.0145 -3.9625 -3.5031 1.363 -0.670 -1.007 0.096
Br -0.4163 -3.6621 -6.2758 -0.056 -0.277 0.504 0.280
H -1.4362 -5.6697 -5.2214 0.073 0.205 0.130 0.244
C 1.3780 -4.5241 4.2619 -0.015 -0.060 0.142 -0.374
Br 1.0206 -6.3138 4.9187 0.041 0.379 -0.122 -0.040
Br 0.1888 -4.0384 2.8078 0.268 -0.284 0.580 0.084
Br 1.3438 -3.2107 5.6893 -0.025 -0.230 -0.297 -0.024
H 2.3893 -4.5291 3.8575 -0.290 0.001 0.078 0.341
C -4.0700 -1.1943 4.6966 -0.107 -0.036 0.477 -0.409
Br -5.3891 -1.0975 6.1147 0.245 -0.002 -0.349 -0.016
Br -4.7985 -2.0346 3.0981 0.360 1.103 1.489 0.075
Br -3.2945 0.5395 4.3333 -0.255 -0.287 0.021 0.003
H -3.2647 -1.8351 5.0536 -0.216 0.137 -0.163 0.412
C 0.0975 -0.8663 -9.1867 0.006 0.160 -0.186 -0.430
Br 1.6859 -1.5716 -8.3240 -0.294 0.083 -0.159 -0.031
Br -1.1214 -2.2808 -9.7107 0.320 0.285 0.211 0.008
Br -0.7833 0.4746 -8.0958 0.187 -0.343 -0.163 0.013
H 0.4240 -0.3702 -10.0996 -0.076 -0.131 0.262 0.401
C -4.1846 -5.3532 -7.7452 -0.142 -0.020 -0.204 -0.382
Br -4.2176 -4.3098 -6.1100 -0.063 -0.235 -0.381 0.019
Br -4.0220 -4.2238 -9.3122 -0.101 -0.298 0.357 -0.001
Br -2.8103 -6.7204 -7.6931 -0.168 0.282 0.031 -0.020
H -5.1427 -5.8656 -7.8186 0.269 0.137 0.035 0.367
C 8.5737 5.2202 5.1127 -0.018 0.000 -0.106 -0.084
Br 8.2446 3.3685 5.5864 0.111 0.350 -0.056 0.006
Br 8.5403 6.3785 6.6683 0.005 -0.242 -0.270 0.001
Br 10.2127 5.4243 4.0965 -0.331 -0.059 0.254 0.000
H 7.7562 5.5333 4.4650 0.225 -0.090 0.184 0.080
C 9.2594 8.1140 10.3857 0.073 -0.049 -0.133 0.046
Br 7.6706 8.8383 11.2312 0.309 -0.129 -0.076 0.046
Br 10.7558 9.3430 10.4902 -0.335 -0.259 0.023 0.004
Br 9.7133 6.3632 11.0857 -0.108 0.383 -0.112 0.011
H 9.0269 7.9845 9.3298 0.058 0.053 0.300 -0.094
C 3.7337 9.4532 11.0508 0.065 0.027 0.037 0.097
Br 3.5129 7.5455 10.7777 0.020 0.374 0.046 0.003
Br 3.2447 10.4684 9.4720 0.068 -0.217 0.313 -0.008
Br 2.7866 10.0700 12.6270 0.159 -0.140 -0.342 -0.006
H 4.7938 9.6292 11.2268 -0.299 -0.047 -0.073 -0.125
C 2.5643 -8.1274 -6.9151 0.048 -0.041 0.118 -0.283
Br 1.1274 -7.1358 -7.7611 0.225 -0.135 0.117 0.053
Br 2.3465 -10.0418 -7.1367 0.039 0.403 0.006 -0.015
Br 4.3066 -7.5246 -7.5172 -0.382 -0.114 0.085 -0.009
H 2.5073 -7.9216 -5.8472 -0.002 -0.040 -0.299 0.237
C -5.0261 6.4444 -1.4676 -0.077 0.047 0.143 0.018
Br -6.6538 6.7553 -2.4764 0.362 -0.080 0.194 -0.006
Br -3.7498 5.3788 -2.4686 -0.196 0.182 0.131 0.008
Br -4.2423 8.1017 -0.8351 -0.150 -0.353 -0.186 0.003
H -5.3024 5.8661 -0.5870 0.098 0.147 -0.243 -0.040
C 0.9065 4.4158 -6.4779 0.033 0.137 -0.008 -0.383
Br -0.7746 5.3469 -6.2135 0.298 -0.230 -0.061 -0.006
Br 1.0082 2.7964 -5.4139 -0.001 0.264 -0.220 0.049
Br 1.2515 4.0676 -8.3545 -0.103 0.040 0.391 -0.018
H 1.6963 5.0780 -6.1262 -0.219 -0.197 -0.090 0.369
C 4.4741 -0.8301 -5.3511 0.103 0.062 -0.087 -0.365
Br 4.8998 -2.7132 -5.5393 -0.144 0.357 0.059 -0.012
Br 2.6726 -0.5634 -4.6834 0.276 -0.124 -0.019 0.041
Br 5.7881 0.1036 -4.2727 -0.296 -0.219 -0.184 -0.043
H 4.5118 -0.3935 -6.3484 -0.040 -0.108 0.270 0.348
```
Positions in Å, forces in eV/Å.

***

Entry 3:
Formula: C27H33BrFMgN10OS
Source: the Open Molecules 2025 dataset
Level of theory: wB97M-V/def2-TZVPD

Computed properties:
E_HOMO ... -9.9 eV
E_tot ... -4943.61050 hartree
Kohn-Sham gap ... 7.947 eV
Net charge ... +1

```
75
Properties=species:S:1:pos:R:3:forces:R:3:mulliken_charge:R:1
Mg 0.4666 0.4889 0.3534 -0.070 -0.208 0.191 2.034
N -2.4440 3.4468 1.4343 0.044 -0.043 -0.059 -0.035
C -2.2458 3.1663 2.7655 0.044 -0.038 0.012 -0.801
C -1.2859 2.2016 2.7994 -0.157 0.094 0.049 -0.426
N -0.8932 1.8895 1.5238 0.206 0.062 -0.062 0.136
C -1.6114 2.6508 0.7270 -0.122 0.016 0.139 -0.309
C -1.5183 2.4831 -0.7080 -0.025 0.020 -0.176 0.114
N -0.9526 1.4025 -1.1969 0.193 0.030 0.139 0.591
C -0.9654 1.5463 -2.5583 -0.128 0.035 -0.140 -0.467
C -1.5648 2.7253 -2.8877 0.023 -0.046 -0.033 -1.133
N -1.9162 3.3172 -1.6962 0.052 -0.085 0.130 -0.058
H -3.1411 4.0707 1.0656 0.007 0.003 0.006 0.181
H -2.7943 3.6633 3.5445 -0.004 0.002 0.007 0.415
H -0.8873 1.7090 3.6668 0.021 0.027 0.014 0.466
H -0.5933 0.7695 -3.2048 0.012 0.001 -0.026 0.593
H -1.7813 3.1846 -3.8353 0.006 -0.009 -0.009 0.481
H -2.3267 4.2293 -1.5933 -0.001 -0.015 0.002 0.180
F -1.8199 -5.1094 2.2905 -0.003 0.005 -0.014 -0.374
C -1.3035 -3.9239 1.8885 0.029 0.055 -0.022 0.303
C -0.0054 -3.6059 2.2270 -0.029 -0.079 0.002 -0.810
C 0.5026 -2.3801 1.7989 0.042 -0.059 -0.016 0.217
C -0.2283 -1.4610 1.0356 0.045 0.428 -0.100 -0.462
C -1.5412 -1.8559 0.7360 -0.061 -0.118 -0.057 -0.170
C -2.0923 -3.0643 1.1477 -0.002 -0.059 0.004 -0.752
H 0.5846 -4.3008 2.8112 -0.013 -0.013 0.009 0.483
H 1.5313 -2.1563 2.0799 0.004 0.007 0.012 0.150
H -2.1743 -1.2061 0.1351 -0.003 0.012 0.008 0.142
H -3.1101 -3.3462 0.9065 -0.007 -0.007 0.007 0.528
C -0.3750 -4.8806 -2.6863 0.044 -0.056 0.030 -1.022
N -1.6981 -4.3432 -2.9304 -0.083 0.153 -0.152 0.140
C -2.7842 -5.1446 -2.3783 -0.010 -0.026 -0.006 -1.211
C -1.8521 -3.0224 -3.2123 -0.033 -0.117 0.300 0.057
S -0.6044 -1.9286 -2.9945 0.191 0.080 -0.122 -0.204
N -3.0920 -2.6308 -3.6212 -0.009 -0.006 -0.098 0.125
C -3.4044 -1.2153 -3.6777 -0.006 0.027 0.017 -0.863
C -3.8518 -3.4245 -4.5822 -0.041 -0.026 0.051 -1.158
H -0.4060 -5.9572 -2.8526 -0.010 -0.008 0.002 0.394
H -0.0513 -4.6914 -1.6569 -0.018 0.020 0.006 0.232
H 0.3391 -4.4291 -3.3700 -0.006 -0.025 0.008 0.387
H -2.4797 -5.5229 -1.3999 -0.003 0.007 0.002 0.430
H -3.0255 -5.9962 -3.0183 0.006 0.014 0.004 0.306
H -3.6711 -4.5328 -2.2475 -0.018 -0.001 0.010 0.400
H -3.0266 -0.7159 -2.7891 -0.018 0.007 -0.008 0.119
H -4.4886 -1.1098 -3.7232 -0.001 -0.007 -0.003 0.391
H -2.9618 -0.7386 -4.5588 0.003 0.003 0.010 0.329
H -3.4099 -4.4057 -4.7104 0.025 -0.025 0.001 0.388
H -3.8473 -2.9198 -5.5524 -0.004 0.005 0.003 0.392
H -4.8874 -3.5390 -4.2569 0.010 -0.019 -0.011 0.317
C 3.6563 2.7965 -2.7471 -0.013 0.060 0.005 -0.978
N 3.2870 1.4242 -2.4199 -0.025 -0.032 0.029 0.215
C 3.8572 0.3462 -3.0283 -0.056 -0.023 0.063 -0.151
C 3.5330 -0.9211 -2.6979 -0.003 0.041 0.001 -1.249
C 2.5450 -1.0988 -1.6751 0.110 -0.050 -0.123 0.261
N 1.9626 -0.0388 -1.1301 -0.086 -0.031 0.012 0.896
C 2.3307 1.2251 -1.4408 0.027 -0.167 -0.069 -0.020
O 1.8148 2.1607 -0.8266 -0.022 0.239 0.014 -0.682
N 2.2094 -2.2968 -1.2145 -0.007 0.012 0.025 0.055
H 4.4714 2.7821 -3.4651 -0.003 -0.021 -0.007 0.350
H 3.9702 3.3162 -1.8444 -0.007 0.007 -0.018 0.311
H 2.8004 3.3187 -3.1711 0.017 0.019 0.011 0.298
H 4.5936 0.5741 -3.7861 0.006 -0.006 -0.009 0.398
H 4.0060 -1.7601 -3.1828 0.000 -0.008 0.000 0.463
H 2.4899 -3.1250 -1.7092 0.006 0.013 -0.008 0.263
H 1.4110 -2.3566 -0.5868 -0.015 0.003 -0.005 -0.165
Br 6.2454 -0.0228 1.9711 -0.068 0.006 0.025 -0.172
C 4.4557 0.2003 2.5231 -0.020 0.001 0.031 -0.492
C 4.1021 0.1301 3.8604 0.017 0.004 -0.073 -0.171
C 2.7656 0.2967 4.1814 -0.029 0.013 -0.047 -0.902
C 1.8540 0.5225 3.1636 -0.028 -0.084 0.132 -0.238
N 2.1961 0.5994 1.8786 -0.100 -0.084 -0.049 0.007
C 3.4794 0.4337 1.5694 0.141 0.104 -0.004 0.066
H 4.8477 -0.0562 4.6208 0.001 0.002 0.005 0.466
H 2.4270 0.2388 5.2058 0.012 0.002 0.008 0.448
H 0.7995 0.6102 3.3812 0.024 -0.032 -0.009 0.303
H 3.7542 0.4891 0.5261 0.000 -0.001 -0.004 0.255
```
Positions in Å, forces in eV/Å.